{
  "formula": "C21H27N3O5S",
  "method": "the ωB97M-V functional and the def2-TZVPD basis",
  "smiles": "COc1ccccc1O[C@@H](C)C(=O)Nc1ccc(S(=O)(=O)N2CCN(C)CC2)cc1",
  "spin_multiplicity": 1,
  "de_lowest_kcal_mol": 47.4,
  "total_energy_ha": -1755.070042,
  "symbols": ["C", "O", "C", "C", "C", "C", "C", "C", "O", "C", "C", "C", "O", "N", "C", "C", "C", "C", "S", "O", "O", "N", "C", "C", "N", "C", "C", "C", "C", "C", "H", "H", "H", "H", "H", "H", "H", "H", "H", "H", "H", "H", "H", "H", "H", "H", "H", "H", "H", "H", "H", "H", "H", "H", "H", "H", "H"],
  "xyz": [[2.44676, -1.35355, -5.96102], [1.26779, -0.88860, -5.35216], [1.30104, 0.31702, -4.71626], [2.42348, 1.11291, -4.56361], [2.34224, 2.31836, -3.87947], [1.14401, 2.73045, -3.33866], [0.00757, 1.94523, -3.48344], [0.07169, 0.75000, -4.17553], [-0.98446, -0.10097, -4.38134], [-2.28045, 0.32865, -4.01704], [-3.27529, -0.65394, -4.63513], [-2.48846, 0.32872, -2.49355], [-3.28808, 1.05759, -1.95290], [-1.70691, -0.60028, -1.88417], [-1.61766, -0.93110, -0.53583], [-2.47112, -0.38779, 0.42429], [-2.34137, -0.76832, 1.74738], [-1.37075, -1.68204, 2.11097], [-1.15550, -2.10862, 3.83642], [-0.47357, -3.36645, 3.92006], [-2.40351, -1.94536, 4.51982], [-0.11684, -0.95158, 4.43269], [-0.63672, 0.39090, 4.51680], [0.26823, 1.21091, 5.43209], [1.62315, 1.20567, 4.90778], [2.49817, 2.06132, 5.67975], [2.12409, -0.15630, 4.84344], [1.23175, -0.98587, 3.92423], [-0.51757, -2.22612, 1.16914], [-0.64180, -1.85520, -0.15514], [2.80219, -0.66232, -6.73191], [2.18259, -2.30301, -6.42392], [3.24244, -1.51868, -5.22677], [3.37103, 0.80514, -4.97567], [3.22735, 2.92619, -3.77260], [1.07761, 3.66203, -2.79909], [-0.92088, 2.27749, -3.04648], [-2.48091, 1.34004, -4.39533], [-4.28751, -0.36450, -4.36827], [-3.16957, -0.64857, -5.71641], [-3.07997, -1.65981, -4.27159], [-1.07247, -1.09540, -2.50318], [-3.22473, 0.32144, 0.12518], [-3.00259, -0.38063, 2.50562], [-1.64569, 0.32357, 4.92313], [-0.66753, 0.86332, 3.52240], [-0.08777, 2.24289, 5.46638], [0.22742, 0.78671, 6.45030], [3.48716, 2.06106, 5.22417], [2.10696, 3.07726, 5.66178], [2.59374, 1.73961, 6.72823], [3.14015, -0.13508, 4.44294], [2.14540, -0.62696, 5.84167], [1.54715, -2.02906, 3.91057], [1.27812, -0.57096, 2.90477], [0.21713, -2.94842, 1.48719], [0.01325, -2.27903, -0.90272]],
  "forces_ev_per_angstrom": [[0.2, -0.1, -0.1], [-0.3, 0.3, 0.2], [-0.2, -0.1, 0.0], [0.0, -0.2, -0.1], [-0.1, 0.1, 0.1], [0.2, 0.1, 0.0], [-0.2, -0.2, -0.1], [0.2, -0.1, -0.1], [0.1, -0.1, -0.1], [-0.5, 0.1, 0.0], [0.3, 0.2, 0.0], [0.3, 0.0, -0.4], [-0.2, 0.1, 0.0], [0.3, -0.4, -0.2], [-0.1, 0.0, 0.4], [-0.1, 0.1, 0.0], [0.0, 0.0, 0.0], [0.1, -0.2, 0.8], [0.1, 0.0, 0.1], [0.2, 0.1, -0.3], [0.0, 0.3, -0.2], [-0.6, -0.8, -0.1], [-0.3, 0.5, 0.2], [-0.1, -0.1, -0.2], [0.0, 0.0, 0.0], [0.0, 0.0, -0.1], [-0.1, -0.1, -0.2], [0.7, -0.2, -0.1], [0.1, -0.1, -0.1], [-0.1, 0.1, 0.0], [0.0, 0.0, 0.0], [0.1, 0.1, 0.0], [0.0, 0.0, 0.0], [0.1, -0.1, -0.1], [0.1, 0.1, 0.0], [0.0, 0.1, 0.1], [-0.1, 0.0, 0.0], [0.1, -0.1, 0.2], [-0.1, 0.0, 0.0], [0.0, 0.0, -0.1], [0.0, -0.1, 0.0], [-0.1, 0.2, 0.1], [0.0, 0.0, 0.0], [-0.1, 0.1, 0.0], [0.0, 0.2, 0.0], [0.0, 0.0, 0.1], [0.0, -0.1, 0.0], [0.0, 0.0, 0.0], [0.1, 0.0, 0.0], [0.0, 0.1, 0.0], [0.0, 0.0, 0.0], [0.0, -0.1, 0.0], [0.0, 0.0, 0.0], [0.2, 0.1, 0.0], [0.0, 0.0, 0.1], [0.1, -0.1, -0.1], [0.1, -0.1, -0.1]],
  "lowdin_charge": [-0.08, -0.07, -0.20, -0.02, -0.09, -0.09, -0.01, -0.18, -0.02, -0.29, 0.00, -0.44, 0.09, 0.16, -0.20, 0.02, -0.05, -0.28, 0.66, -0.28, -0.28, -0.24, -0.19, -0.18, -0.23, -0.10, -0.18, -0.19, -0.06, 0.00, 0.10, 0.09, 0.10, 0.10, 0.10, 0.10, 0.11, 0.16, 0.09, 0.09, 0.09, 0.15, 0.11, 0.12, 0.12, 0.13, 0.12, 0.13, 0.08, 0.08, 0.09, 0.12, 0.13, 0.12, 0.13, 0.12, 0.12]
}